1.
Entry from OMol25: a cluster of 2 separate species, H6IP5 in total (ωB97M-V/def2-TZVPD).

frontier orbital gap: 7.61 eV
highest occupied orbital energy: -8.66 eV
LUMO level: -1.05 eV

```
! RIJCOSX wB97M-V def2-TZVPD def2/J DEFGRID3
* xyz 0 1
P -0.06 1.08 0.59
P 1.94 -0.45 -1.70
P -1.31 -1.30 2.34
P -0.91 -0.26 -0.88
P -1.85 -1.70 0.22
I 1.70 1.45 -3.17
H 0.71 1.92 -0.29
H -1.22 1.89 0.34
H 3.25 -0.46 -2.06
H 2.15 0.54 -0.81
H -2.02 -2.42 2.79
H -2.37 -0.31 2.63
*
```



2.
Entry from OMol25: a structure of composition H6MgO11S2 (ωB97M-V/def2-TZVPD).

frontier orbital gap: 3.50 eV
highest occupied orbital energy: -0.92 eV
LUMO level: 2.58 eV

```
! RIJCOSX wB97M-V def2-TZVPD def2/J DEFGRID3
* xyz -2 1
Mg 0.03 0.25 0.48
S -2.21 0.86 3.25
O -1.95 -0.28 2.41
O -3.54 1.37 3.05
O -1.89 0.77 4.68
O -1.25 1.69 2.48
S 0.12 -2.95 -3.07
O -0.65 -4.12 -2.77
O 1.38 -3.45 -3.60
O -0.50 -2.06 -4.07
O 0.40 -2.05 -1.89
O -1.76 1.82 -1.53
H -2.36 1.45 -2.17
H -1.87 2.77 -1.61
O 2.35 2.11 -0.66
H 2.35 2.22 -1.61
H 3.21 2.44 -0.38
O 2.38 -0.85 2.14
H 3.00 -0.27 2.59
H 2.75 -1.72 2.26
*
```



3.
Entry from OMol25: a cluster of 2 separate species, H6N2 in total (ωB97M-V/def2-TZVPD).

frontier orbital gap: 11.06 eV
highest occupied orbital energy: -10.12 eV
LUMO level: 0.94 eV

```
! RIJCOSX wB97M-V def2-TZVPD def2/J DEFGRID3
* xyz 0 1
N 2.33 -4.44 -0.28
H 2.09 -4.85 0.63
H 2.48 -3.44 -0.13
H 3.23 -4.84 -0.56
N 5.21 -0.41 -1.40
H 5.04 0.58 -1.55
H 6.21 -0.51 -1.20
H 4.71 -0.67 -0.54
*
```



4.
Entry from OMol25: a cluster of 2 separate species, H6N2 in total (ωB97M-V/def2-TZVPD).

frontier orbital gap: 10.83 eV
highest occupied orbital energy: -9.92 eV
LUMO level: 0.91 eV

```
! RIJCOSX wB97M-V def2-TZVPD def2/J DEFGRID3
* xyz 0 1
N -1.45 0.50 1.10
H -1.02 0.54 1.96
H -0.84 0.84 0.35
H -1.64 -0.51 0.97
N 1.22 -0.48 -1.16
H 1.49 -0.89 -0.29
H 2.16 -0.61 -1.64
H 1.44 0.53 -0.91
*
```



5.
Entry from OMol25: a cluster of 2 separate species, H6N2 in total (ωB97M-V/def2-TZVPD).

frontier orbital gap: 11.19 eV
highest occupied orbital energy: -10.27 eV
LUMO level: 0.92 eV

```
! RIJCOSX wB97M-V def2-TZVPD def2/J DEFGRID3
* xyz 0 1
N 1.58 -0.11 -0.95
H 2.11 -0.97 -0.79
H 1.21 -0.16 -1.90
H 0.77 -0.13 -0.31
N -1.43 0.33 1.27
H -1.10 -0.55 0.87
H -0.80 1.07 0.94
H -2.35 0.52 0.86
*
```



6.
Entry from OMol25: an isolated molecule of H6N3P (ωB97M-V/def2-TZVPD).

frontier orbital gap: 9.67 eV
highest occupied orbital energy: -8.50 eV
LUMO level: 1.17 eV

```
! RIJCOSX wB97M-V def2-TZVPD def2/J DEFGRID3
* xyz 0 1
N 0.83 -0.79 -0.15
N -0.77 0.69 -1.28
N -0.70 0.48 1.38
P -0.84 -0.53 -0.08
H 1.21 -1.37 0.61
H 1.24 -1.05 -0.98
H -0.01 1.24 -0.99
H -1.66 1.20 -1.00
H 0.22 0.21 1.92
H -1.46 0.38 1.94
*
```



7.
Entry from OMol25: a cluster of 2 separate species, H6N3PS in total (ωB97M-V/def2-TZVPD).

frontier orbital gap (spin up / spin down): 6.60 / 6.69 eV
highest occupied orbital energy (spin up / spin down): -8.23 / -8.11 eV
LUMO level (spin up / spin down): -1.63 / -1.43 eV

```
! RIJCOSX wB97M-V def2-TZVPD def2/J DEFGRID3
* xyz 0 1
N 1.15 -0.87 -0.53
N -0.37 1.29 -0.49
N -0.74 -0.46 1.20
P -0.46 -0.39 -0.42
S -3.08 -1.97 -0.91
H 1.22 -1.79 -0.22
H 1.82 -0.55 -1.26
H -1.21 1.55 0.11
H -0.35 1.87 -1.40
H -1.33 -1.24 1.32
H 0.22 -0.77 1.56
*
```



8.
Entry from OMol25: an isolated molecule of H6N3PS (ωB97M-V/def2-TZVPD).

frontier orbital gap: 9.66 eV
highest occupied orbital energy: -8.84 eV
LUMO level: 0.83 eV

```
! RIJCOSX wB97M-V def2-TZVPD def2/J DEFGRID3
* xyz 0 1
N 0.19 -0.96 -0.93
N 0.32 1.39 -0.66
N 0.21 -0.16 1.50
P -0.53 0.13 0.09
S -2.41 0.16 0.27
H -0.03 -0.77 -1.94
H -0.17 -1.94 -0.80
H 1.23 0.98 -0.82
H 0.36 2.31 -0.21
H -0.34 -0.78 1.99
H 1.17 -0.36 1.52
*
```



9.
Entry from OMol25: a structure of composition H6NaO3 (ωB97M-V/def2-TZVPD).

frontier orbital gap: 11.96 eV
highest occupied orbital energy: -15.92 eV
LUMO level: -3.96 eV

```
! RIJCOSX wB97M-V def2-TZVPD def2/J DEFGRID3
* xyz 1 1
Na 5.58 7.48 18.39
O 4.64 9.67 18.28
H 4.65 10.63 18.31
H 3.79 9.43 18.66
O 6.89 5.63 19.14
H 7.81 5.40 19.25
H 6.42 4.81 19.28
O 7.09 8.67 20.08
H 7.88 8.90 20.56
H 6.67 9.51 19.90
*
```



10.
Entry from OMol25: a structure of composition H6O15S3Zn (ωB97M-V/def2-TZVPD).

frontier orbital gap: 2.17 eV
highest occupied orbital energy: 3.55 eV
LUMO level: 5.72 eV

```
! RIJCOSX wB97M-V def2-TZVPD def2/J DEFGRID3
* xyz -4 1
Zn 0.32 -0.87 0.03
S -4.13 -1.27 -2.25
O -2.88 -1.70 -1.57
O -3.72 -0.91 -3.60
O -4.97 -2.47 -2.24
O -4.77 -0.18 -1.54
S 4.20 2.34 0.94
O 3.37 1.16 0.98
O 3.50 3.60 0.85
O 5.07 2.43 2.13
O 5.07 2.28 -0.17
S -1.88 3.00 2.15
O -1.13 4.24 2.02
O -1.30 2.03 1.24
O -1.84 2.43 3.50
O -3.27 3.09 1.78
O -0.48 -2.45 2.67
H -0.82 -2.24 3.54
H -0.95 -3.25 2.42
O 2.08 -3.77 -0.84
H 2.18 -4.52 -0.26
H 2.21 -4.13 -1.72
O 1.28 0.24 -3.01
H 0.80 0.89 -3.53
H 2.05 0.03 -3.53
*
```



11.
Entry from OMol25: a cluster of 3 separate species, H6O3 in total (ωB97M-V/def2-TZVPD).

frontier orbital gap (spin up / spin down): 3.07 / 10.89 eV
⟨S²⟩: 0.75
highest occupied orbital energy (spin up / spin down): 1.04 / -6.80 eV
LUMO level (spin up / spin down): 4.11 / 4.09 eV

```
! RIJCOSX wB97M-V def2-TZVPD def2/J DEFGRID3
* xyz -1 2
O -0.33 2.61 -0.04
H -0.20 3.53 -0.28
H 0.53 2.20 -0.15
O -0.92 -0.85 0.05
H -0.93 0.09 -0.11
H -1.79 -1.04 0.39
O 1.38 -2.16 0.40
H 0.52 -1.83 0.15
H 1.74 -2.54 -0.40
*
```



12.
Entry from OMol25: a cluster of 3 separate species, H6O3 in total (ωB97M-V/def2-TZVPD).

frontier orbital gap: 12.60 eV
highest occupied orbital energy: -11.53 eV
LUMO level: 1.07 eV

```
! RIJCOSX wB97M-V def2-TZVPD def2/J DEFGRID3
* xyz 0 1
O 6.39 -7.79 -1.15
H 6.11 -6.97 -0.77
H 5.76 -8.55 -0.99
O -6.79 -2.94 -2.84
H -6.39 -2.04 -2.91
H -7.62 -2.81 -2.47
O 1.15 10.42 3.62
H 0.68 9.59 3.40
H 0.71 11.10 4.10
*
```



In eV, the ΔE to the lowest compared entry with this formula, charge and spin values for the records above are, in order, 1.681 8.683 0.117 0.433 0.117 0.000 4.257 0.000 0.167 8.556 0.324 0.978.